126
Properties=species:S:1:pos:R:3:forces:R:3 method="wB97M-V/def2-TZVPD" e_above_lowest_kj_mol=224.0 largest_force_ev_per_a=0.9 homo_energy_ha="-0.2082 / -0.2082" molar_mass_g_mol=1110.4
Tl -1.1275 0.8553 -0.9977 0.5 0.4 0.6
Cl -4.3914 3.4262 -3.5252 0.0 -0.2 0.1
Cl -5.6726 -0.1598 0.3932 -0.1 0.2 -0.2
P -0.0234 -1.3493 1.9150 0.0 -0.2 0.7
P 1.2645 -3.1094 -0.7222 0.2 -0.4 -0.3
Si -2.4719 3.7784 1.2911 0.6 0.0 0.1
O 2.6361 2.6566 -3.4655 0.0 0.0 0.0
O -1.3023 2.4801 -3.2504 -0.1 0.0 0.0
O -0.4474 -0.3300 -3.5589 -0.2 0.0 0.0
O -2.3427 -1.6544 -1.9549 0.0 -0.1 -0.2
N -0.9745 3.1017 0.8540 -0.6 -0.3 -0.3
N 2.7003 0.1421 0.3507 0.0 -0.3 0.0
N 4.3180 1.5403 -0.6366 0.2 -0.1 0.1
N 1.4851 -3.1143 3.3625 -0.2 0.1 -0.2
N 2.2740 1.3639 -1.5780 -0.3 -0.2 -0.1
N 2.7968 -4.2992 1.2383 -0.1 0.1 -0.3
N -3.7487 1.3287 -1.4201 -0.7 0.1 -0.2
C 3.7818 -2.9231 -1.8683 -0.1 0.0 0.1
C 4.1614 -5.5521 2.7596 0.1 -0.1 0.0
C 2.7091 -4.4757 4.9072 0.0 -0.1 0.1
C -1.5757 -2.3358 2.1168 0.1 0.2 -0.2
C -0.5111 3.6421 -3.0078 -0.1 0.1 0.0
C -0.9260 0.7174 3.4563 0.1 -0.1 -0.2
C -7.7953 1.9323 -2.1960 0.6 -0.1 0.2
C 0.2423 3.6871 0.9269 0.0 0.1 0.0
C -1.4253 -1.1893 -4.1076 0.1 -0.1 0.0
C 3.0812 1.0089 -0.5862 0.1 0.1 -0.4
C 3.6908 -5.4016 5.1237 -0.1 0.1 0.1
C -7.4079 1.0754 -1.1686 -0.4 -0.2 0.1
C -4.9980 1.5621 -1.6316 -0.1 0.0 0.2
C -6.0770 0.8981 -0.8889 0.2 -0.3 0.2
C -6.8468 2.6484 -2.9179 -0.3 0.2 -0.3
C 2.4191 -4.0652 3.5883 0.2 -0.1 -0.2
C 5.4439 1.3195 0.2303 0.0 0.0 0.0
C 0.0163 -0.4824 3.6086 0.1 -0.1 -0.1
C -3.6299 2.3261 1.6527 -0.1 0.3 -0.1
C 0.4899 5.0723 0.7354 0.1 -0.2 -0.1
C 2.9947 2.1690 -2.4105 0.4 0.0 0.1
C 1.4479 0.0099 3.8521 0.0 -0.1 -0.1
C -2.6866 -1.2492 -3.2688 0.3 0.0 0.0
C 1.9759 -3.8986 -3.2569 -0.1 0.0 0.1
C 2.8431 4.7966 1.2077 0.2 0.1 -0.1
C 4.4011 2.3651 -1.8136 -0.2 0.1 -0.1
C 3.0957 -5.2953 -1.5250 -0.1 0.0 -0.1
C -0.4467 -1.3128 4.8117 -0.1 0.0 -0.1
C -3.2924 4.8374 -0.0574 -0.1 -0.1 0.2
C 0.0056 -4.4729 -0.7654 0.1 0.3 0.0
C -5.5102 2.4944 -2.6423 0.5 0.2 -0.1
C -2.2947 4.8238 2.8686 -0.2 0.0 -0.3
C 2.6304 3.4354 1.4031 -0.1 0.0 0.0
C 1.3731 2.8911 1.2327 -0.1 0.3 0.1
C 1.1858 -2.7638 2.1360 0.3 -0.3 -0.1
C -1.0664 1.8498 -4.4930 0.1 -0.1 0.1
C -0.0176 0.7555 -4.3737 0.0 0.1 0.1
C 3.1278 -4.6245 2.5080 -0.1 0.1 0.3
C 1.8361 -3.4393 1.0143 0.0 0.2 0.4
C 4.4292 -5.9327 4.0447 0.1 0.0 -0.1
C 1.7631 5.5986 0.8518 0.0 0.0 0.1
C -3.4435 -2.1587 -1.2256 0.1 -0.1 -0.1
C 2.5945 -3.8894 -1.8576 0.1 0.1 0.3
H 2.1343 -4.0485 5.7186 0.0 0.0 0.0
H -2.3992 -1.6366 2.2713 0.0 0.0 0.0
H -1.6813 -0.8964 -5.1311 -0.1 0.0 0.0
H 6.2563 0.8289 -0.3134 0.0 0.0 0.0
H 2.2810 -6.0079 -1.3889 0.0 0.0 0.0
H -8.1453 0.5377 -0.5887 0.0 0.0 0.0
H -1.0002 -2.1981 -4.1403 0.0 0.0 -0.1
H 0.0834 -2.2557 4.8783 0.0 0.0 0.1
H 1.7259 -0.1337 0.3409 0.1 -0.1 0.1
H 4.1873 -2.7873 -0.8641 0.1 0.0 0.0
H 0.8524 1.1654 -3.8629 0.1 0.0 -0.1
H 3.2393 -0.0120 1.1830 -0.1 0.0 0.0
H 1.9266 6.6560 0.6738 0.0 0.0 0.0
H 2.7416 -4.1411 -3.9986 0.0 0.0 0.0
H 0.4520 -5.4421 -0.5470 0.0 0.0 0.0
H -3.3635 -1.9827 -3.7260 0.0 0.1 0.0
H 5.2118 -6.6516 4.2490 0.0 0.0 0.0
H 5.1758 2.0209 -2.5030 0.0 0.0 0.0
H -1.5006 -3.0177 2.9616 0.0 0.0 0.0
H 3.4723 -1.9556 -2.2632 0.0 0.2 0.0
H 0.5545 3.4263 -3.0668 0.1 0.0 0.0
H -0.8861 1.3316 4.3602 0.0 0.0 0.0
H 0.2813 0.3936 -5.3660 0.0 0.0 0.0
H -0.7442 2.5800 -5.2442 0.0 0.0 0.0
H -2.6960 5.7203 -0.2960 0.0 0.0 0.0
H 3.6971 -5.2915 -0.6257 0.0 -0.1 0.0
H 3.8307 5.2259 1.3268 0.0 0.0 0.0
H -3.3840 4.2385 -0.9668 0.0 0.0 -0.1
H -4.6628 2.5845 1.3997 -0.1 0.0 0.0
H 1.1797 1.8391 1.3840 0.1 0.0 0.0
H -1.7756 -2.8997 1.2090 0.0 0.0 0.0
H -8.8459 2.0483 -2.4244 0.0 0.0 0.0
H -0.7613 3.9800 -2.0014 0.0 0.0 0.0
H -3.4975 -3.2494 -1.3249 0.0 0.0 0.0
H -0.4545 -4.4793 -1.7528 -0.1 0.0 0.0
H -2.0262 1.4266 -4.8096 0.0 0.0 -0.1
H -3.3405 1.4699 1.0409 0.0 0.0 0.0
H 4.5757 -3.3175 -2.5092 0.0 0.0 0.0
H 3.4602 2.8011 1.7036 0.0 0.0 0.0
H 4.5667 3.4179 -1.5711 0.0 0.0 0.0
H 1.7819 0.6660 3.0466 0.0 0.0 0.0
H 5.8126 2.2729 0.6159 0.0 0.0 0.1
H -3.6158 2.0250 2.7015 0.1 0.0 0.0
H -0.2491 -0.7422 5.7239 -0.1 0.1 0.0
H 3.9108 -5.7349 6.1295 0.0 0.0 0.0
H -4.2919 5.1755 0.2327 0.0 0.0 0.0
H -3.2629 5.1177 3.2825 0.0 0.0 0.0
H 1.5757 -2.9122 -3.4885 -0.1 0.1 -0.2
H -0.7726 -4.2725 -0.0321 0.0 0.0 0.0
H 2.1369 -0.8296 3.9515 0.0 0.0 0.0
H -4.3833 -1.7287 -1.5743 0.0 0.1 0.0
H 1.4877 0.5860 4.7795 0.0 0.0 0.0
H -1.7554 4.2583 3.6315 0.0 -0.1 0.0
H -1.9591 0.3831 3.3331 0.0 0.0 0.0
H -3.3062 -1.8904 -0.1804 0.0 0.0 0.0
H -1.5205 -1.5027 4.7747 0.0 0.0 0.0
H 1.1818 -4.6437 -3.3399 0.0 0.0 0.0
H -0.6782 1.3488 2.5985 0.0 0.1 0.0
H 4.7072 -5.9598 1.9188 0.0 0.0 0.0
H -0.3454 5.7134 0.4754 0.0 0.0 0.0
H 5.1697 0.6916 1.0756 0.0 0.0 0.0
H -0.7659 4.4251 -3.7323 0.0 0.0 0.0
H 3.7121 -5.6519 -2.3565 0.0 0.0 0.0
H -7.1497 3.3423 -3.6896 0.0 0.0 0.0
H -1.7229 5.7326 2.6715 0.0 0.0 0.0
H -3.1798 -0.2684 -3.2321 -0.1 0.0 0.0